Entry from the OMol25 dataset: an isolated molecule of C23H23NO7 (ωB97M-V/def2-TZVPD).

```
54
Properties=species:S:1:pos:R:3:forces:R:3
C 4.621 -2.175 5.405 0.25 -0.04 0.10
O 3.344 -1.925 4.865 -0.30 0.06 -0.18
C 3.226 -1.723 3.532 -0.17 0.05 -0.22
C 1.929 -1.496 3.060 0.14 -0.03 0.24
C 1.694 -1.263 1.725 0.17 0.00 -0.13
C 2.749 -1.255 0.811 0.31 -0.20 0.16
C 2.573 -1.003 -0.620 -0.26 0.25 -0.34
O 3.468 -1.605 -1.394 0.01 0.05 -0.03
C 1.645 -0.162 -1.184 0.19 -0.05 -0.19
C 1.719 0.159 -2.585 0.47 -0.59 0.33
O 2.453 -0.368 -3.420 -0.16 0.22 -0.05
C 0.781 1.327 -2.821 -0.18 0.49 -0.21
O 0.562 1.918 -3.855 0.05 -0.07 -0.14
N 0.254 1.628 -1.611 0.30 -0.06 0.00
C -0.691 2.702 -1.433 -0.27 0.07 -0.31
C -2.081 2.352 -1.976 0.04 0.06 0.09
C -3.023 3.559 -1.912 0.12 -0.08 -0.17
C -2.526 4.643 -2.838 -0.09 0.21 0.44
O -1.924 5.626 -2.500 0.15 0.15 0.07
O -2.821 4.373 -4.111 -0.23 -0.35 -0.66
C 0.572 0.682 -0.552 0.01 -0.20 0.29
C -0.685 -0.086 -0.194 -0.10 0.02 0.11
C -1.415 0.234 0.947 0.06 -0.12 -0.23
C -2.596 -0.415 1.231 -0.25 -0.16 -0.03
C -3.085 -1.405 0.374 0.12 0.17 0.08
O -4.257 -1.981 0.743 0.16 0.23 0.18
C -4.804 -2.987 -0.077 -0.09 -0.17 -0.14
C -2.360 -1.725 -0.770 -0.26 -0.16 -0.01
C -1.176 -1.065 -1.046 0.08 0.19 0.24
C 4.037 -1.513 1.282 -0.24 0.09 -0.20
C 4.281 -1.734 2.622 0.10 -0.06 0.37
H 5.300 -1.333 5.236 -0.03 -0.04 -0.01
H 5.061 -3.087 4.990 -0.02 0.04 0.00
H 4.467 -2.304 6.475 0.06 0.00 -0.08
H 1.117 -1.514 3.770 -0.11 -0.01 0.08
H 0.682 -1.128 1.383 -0.08 0.00 0.03
H 3.318 -1.321 -2.340 -0.12 0.05 0.17
H -0.745 2.945 -0.370 0.05 0.04 -0.02
H -0.304 3.570 -1.975 0.00 -0.03 0.15
H -1.978 2.029 -3.013 0.00 -0.07 0.03
H -2.508 1.531 -1.397 0.00 0.00 -0.05
H -3.066 3.952 -0.896 -0.04 0.09 -0.08
H -4.019 3.255 -2.234 -0.02 0.02 0.06
H -2.432 5.036 -4.704 0.05 0.04 0.31
H 0.939 1.222 0.332 -0.06 -0.04 -0.08
H -1.050 0.995 1.622 0.06 0.10 0.09
H -3.167 -0.175 2.114 -0.08 0.02 0.12
H -5.034 -2.608 -1.078 0.02 -0.02 0.03
H -4.133 -3.848 -0.157 -0.02 0.04 -0.01
H -5.727 -3.294 0.412 0.06 -0.01 -0.08
H -2.707 -2.482 -1.455 -0.07 -0.09 -0.04
H -0.628 -1.316 -1.942 0.05 -0.07 -0.10
H 4.857 -1.524 0.581 0.07 -0.02 -0.04
H 5.293 -1.916 2.946 0.08 -0.01 0.06
```
Forces are in eV/Å.

Computed properties:
Energy in Ha: -1471.71410
Multiplicity: 1
Largest force on an atom in eV/Å: 0.83